[1]
{"formula": "C10H16", "method": "wB97M-V/def2-TZVPD", "elements": ["C", "C", "C", "C", "C", "C", "C", "H", "H", "H", "H", "H", "H", "H", "H", "C", "C", "C", "H", "H", "H", "H", "H", "H", "H", "H"], "coordinates": [[-2.260020, -1.166909, -0.950677], [-1.213805, -1.086139, 0.118640], [-1.155636, -0.157412, 1.156506], [0.001366, -0.125555, 1.852761], [0.871270, -1.145585, 1.883854], [0.674472, -2.261995, 1.076355], [-0.278627, -2.157433, 0.071044], [-3.236370, -1.223977, -0.650514], [-2.350353, -2.037720, -1.647713], [-2.149997, -0.155231, -1.478282], [-1.950409, 0.510551, 1.321555], [0.055329, 0.763524, 2.425059], [1.823682, -0.911065, 2.234115], [1.393800, -3.151007, 1.082319], [-0.466408, -2.875120, -0.623722], [2.397317, 2.308325, -1.308647], [0.905931, 1.688764, -1.516125], [-0.197397, 2.605159, -1.054031], [3.076554, 1.439682, -1.352176], [2.612863, 2.999519, -0.625595], [2.710909, 2.699257, -2.299625], [0.613979, 1.460192, -2.549907], [1.103457, 0.853377, -0.837774], [-0.099771, 2.996729, -0.067940], [-0.401542, 3.567886, -1.586961], [-1.204950, 2.056081, -1.320921]], "forces_ev_per_a": [[1.18, 1.91, -1.89], [-0.02, -2.42, -0.09], [-0.67, -1.67, -2.66], [-1.21, 1.38, 1.26], [0.90, -0.87, -1.15], [1.23, -1.10, -1.18], [-0.31, 2.49, 3.12], [-2.61, 0.55, 1.71], [1.48, 0.69, 0.31], [-0.47, -1.59, -0.05], [-0.70, 1.06, 0.00], [0.93, 0.59, 0.95], [1.44, -0.34, 1.42], [-1.06, 1.46, 0.10], [-0.11, -2.07, -1.88], [-1.17, -3.72, -6.34], [2.14, 1.78, 1.26], [-2.75, -0.06, -1.48], [-0.10, 0.28, 1.02], [0.38, 2.45, 3.17], [-0.31, 0.62, 0.45], [1.00, -0.54, 0.26], [-1.51, -0.51, -0.47], [-0.25, -0.52, 1.23], [0.97, -0.74, -0.45], [1.57, 0.92, 1.38]], "lowdin_charge": [-0.057, -0.257, -0.059, -0.131, -0.114, -0.068, -0.045, 0.034, 0.096, 0.095, 0.106, 0.103, 0.088, 0.127, 0.068, -0.085, -0.272, -0.158, 0.066, 0.008, 0.064, 0.102, 0.077, 0.049, 0.074, 0.089], "smiles": "Cc1ccccc1.CCC", "lumo_ev": 0.972, "total_energy_ha": -390.5345, "e_homo_ev": -8.9, "max_force_ev_per_a": 7.4, "homo_lumo_gap_ev": 9.823, "total_charge": 0}


[2]
{"formula": "C10H16", "method": "wB97M-V/def2-TZVPD", "elements": ["C", "C", "C", "C", "C", "C", "C", "C", "H", "H", "H", "H", "H", "H", "H", "H", "H", "H", "C", "C", "H", "H", "H", "H", "H", "H"], "coordinates": [[-0.663021, 2.432075, -0.582294], [-1.520891, 1.116416, -0.267562], [-0.800606, -0.155024, -0.746957], [-1.539886, -1.005469, -1.518370], [-0.831711, -2.093511, -2.082138], [0.496747, -2.231764, -1.904432], [1.143339, -1.408577, -1.018378], [0.536401, -0.361989, -0.393491], [-1.304510, 3.209805, -0.999194], [0.114828, 2.213103, -1.457366], [-0.185844, 2.778170, 0.358953], [-1.839835, 1.015552, 0.783115], [-2.588061, 1.084458, -0.872838], [-2.633130, -0.996920, -1.810688], [-1.515217, -2.807447, -2.531575], [0.962645, -3.113674, -2.286752], [2.267037, -1.581506, -0.803830], [1.140119, 0.328539, 0.169838], [1.766174, 1.285672, 3.990767], [0.982258, 0.986886, 2.728736], [1.077332, 1.720809, 4.788336], [2.143115, 0.467490, 4.441870], [2.757996, 1.815010, 4.002366], [0.010776, 1.560794, 2.525926], [0.581771, -0.075655, 2.689439], [1.598161, 0.993180, 1.767104]], "forces_ev_per_a": [[0.30, -1.42, -0.99], [-1.72, 0.12, -1.90], [-1.50, 2.64, 1.54], [0.34, -2.06, -1.37], [-2.90, 0.68, 0.29], [0.28, -1.33, 0.27], [3.73, -0.28, 0.64], [-0.64, -0.16, -1.27], [-0.01, 0.07, 0.35], [-1.43, 0.35, 2.16], [0.00, -0.08, -0.88], [0.44, 0.32, -0.23], [2.66, 0.54, 1.44], [1.41, 0.75, 0.87], [0.75, -0.29, -0.59], [0.54, -0.24, -0.33], [-1.93, 0.19, -0.44], [-0.41, 0.06, 0.13], [-1.03, 3.06, 0.74], [-0.85, -1.11, -2.32], [1.03, -0.17, -1.03], [0.62, -3.58, 1.31], [-1.34, 0.62, -0.90], [1.69, -0.19, 0.50], [0.60, 0.99, 0.50], [-0.63, 0.51, 1.53]], "lowdin_charge": [-0.098, -0.194, -0.272, -0.057, -0.100, -0.121, -0.103, -0.066, 0.046, 0.116, 0.053, 0.091, 0.140, 0.129, 0.103, 0.098, 0.137, 0.074, -0.180, -0.187, 0.091, 0.003, 0.083, 0.075, 0.082, 0.056], "smiles": "CCc1ccccc1.CC", "lumo_ev": 0.974, "total_energy_ha": -390.5562, "e_homo_ev": -9.1, "max_force_ev_per_a": 3.9, "homo_lumo_gap_ev": 10.089, "total_charge": 0}


[3]
{"formula": "C10H16", "method": "wB97M-V/def2-TZVPD", "elements": ["C", "C", "C", "C", "C", "C", "C", "C", "H", "H", "H", "H", "H", "H", "H", "H", "H", "H", "C", "C", "H", "H", "H", "H", "H", "H"], "coordinates": [[-1.184605, -1.607393, -0.360557], [0.021513, -0.837623, 0.241388], [0.374165, 0.157973, -0.751073], [1.583203, 0.919593, -0.604507], [2.034459, 1.787869, -1.619404], [1.477161, 2.168288, -2.821092], [0.204919, 1.563787, -2.863035], [-0.388077, 0.631200, -1.925547], [-1.702327, -0.856427, -1.226599], [-1.975698, -1.630395, 0.415954], [-0.902490, -2.535408, -0.846739], [-0.032559, -0.456477, 1.315734], [0.900695, -1.681191, 0.276779], [2.283194, 0.571174, 0.176150], [2.895413, 2.168817, -1.372224], [1.879410, 2.702457, -3.612633], [-0.463826, 1.922484, -3.720380], [-1.432805, 0.377919, -2.108132], [-1.465929, -0.942059, 3.877483], [-1.433403, -2.327033, 4.418239], [-0.425402, -0.521141, 3.888098], [-1.984840, -0.862181, 2.838820], [-1.998466, -0.252438, 4.593899], [-2.508930, -2.559899, 4.592950], [-0.919723, -3.074487, 3.787536], [-0.952086, -2.400425, 5.449419]], "forces_ev_per_a": [[-2.30, 3.08, -0.51], [0.99, -3.53, 0.31], [1.49, 4.57, -2.77], [-1.20, -1.65, -1.44], [-1.79, -1.32, 0.46], [-3.18, -3.49, 2.89], [-2.24, 0.20, -1.32], [2.26, 1.03, 0.57], [1.26, -2.92, 2.73], [0.31, -0.93, -0.57], [-0.29, -0.11, 0.29], [-0.39, -0.40, -1.58], [-1.67, 2.18, 0.08], [-0.36, 0.75, -0.31], [5.02, 2.15, 1.08], [0.78, 1.16, -0.94], [0.73, -0.91, 1.21], [0.59, 0.14, -0.20], [0.38, 2.16, -0.59], [-0.68, -1.12, 1.69], [-0.83, -0.19, -0.68], [1.10, -0.09, 1.78], [0.20, -0.74, -0.81], [0.78, -0.71, -0.21], [-0.50, 0.37, 0.12], [-0.47, 0.31, -1.29]], "lowdin_charge": [-0.109, -0.238, -0.245, -0.030, -0.113, -0.062, -0.093, -0.032, 0.097, 0.056, 0.065, 0.113, 0.160, 0.116, 0.038, 0.082, 0.114, 0.070, -0.224, -0.212, 0.066, 0.083, 0.075, 0.069, 0.066, 0.084], "smiles": "CCc1ccccc1.CC", "lumo_ev": 1.006, "total_energy_ha": -390.5180, "e_homo_ev": -8.9, "max_force_ev_per_a": 5.6, "homo_lumo_gap_ev": 9.896, "total_charge": 0}